Entry 1:
C28H27LaN4O3Si as an isolated structure at a distorted geometry. Source: OMol25; level of theory: ωB97M-V with the def2-TZVPD basis set.

The calculation puts the total energy at -1848.9975 a.u. The HOMO energy comes out at -7.59 eV. As for the relative energy (zero: lowest compared OMol25 entry of this formula, charge and spin): 2.2 kcal per mole. Its charge is 0. The maximum force comes out at 1.27 eV/Å.

Each line ends with the Mulliken charge.
Positions of all 64 atoms, in Å:
La: -0.39 -0.02 0.06  1.2937
C: -2.37 -0.14 2.81  -1.1269
Si: -0.70 -0.04 3.64  -0.0202
C: -0.73 1.50 4.70  -1.0718
C: -0.59 -1.54 4.74  -1.0501
N: 0.50 0.02 2.39  0.0127
C: 1.85 0.20 2.68  0.3136
C: 2.43 0.19 3.96  0.0252
C: 3.79 0.41 4.17  -1.1259
C: 4.64 0.64 3.11  -0.6230
C: 4.12 0.64 1.82  -0.5525
C: 2.77 0.41 1.64  0.1364
O: 2.22 0.44 0.35  -0.0544
C: 3.01 0.04 -0.74  0.1394
C: 3.50 -1.26 -0.75  0.2200
C: 4.17 -1.70 -1.89  -0.8461
C: 4.34 -0.85 -2.97  -0.5174
C: 3.85 0.45 -2.92  -0.6246
C: 3.18 0.91 -1.79  -0.2458
H: -3.12 -0.28 3.59  0.4423
H: -2.48 -1.00 2.14  0.2911
H: -2.64 0.77 2.27  0.1534
H: -1.60 1.48 5.36  0.3632
H: -0.81 2.39 4.06  0.2787
H: 0.16 1.63 5.32  0.3599
H: -1.46 -1.58 5.41  0.3474
H: 0.30 -1.58 5.37  0.3593
H: -0.60 -2.45 4.14  0.2820
H: 1.80 0.01 4.82  0.1917
H: 4.17 0.40 5.19  0.3900
H: 5.70 0.82 3.27  0.4007
H: 4.75 0.82 0.96  0.4848
H: 3.36 -1.90 0.11  0.5245
H: 4.55 -2.71 -1.92  0.3903
H: 4.85 -1.19 -3.86  0.4247
H: 3.98 1.11 -3.77  0.4329
H: 2.77 1.91 -1.74  0.4195
O: -2.28 -1.29 -0.35  -0.4555
N: -3.47 -0.83 -0.44  -0.5319
N: -3.49 0.43 -0.39  1.2095
O: -2.38 1.12 -0.28  -0.6660
C: -4.78 1.11 -0.34  0.3631
C: -5.95 0.38 -0.31  -0.3828
C: -7.15 1.07 -0.27  -0.4960
C: -7.16 2.46 -0.25  -0.4812
C: -5.97 3.17 -0.28  -0.5244
C: -4.76 2.49 -0.32  -0.3703
H: -5.93 -0.70 -0.32  0.4571
H: -8.08 0.51 -0.24  0.3765
H: -8.11 2.99 -0.22  0.3809
H: -5.98 4.25 -0.26  0.3628
H: -3.82 3.02 -0.34  0.4137
N: 0.24 0.15 -7.89  -0.5247
C: 0.20 0.12 -6.74  -0.1656
C: 0.14 0.08 -5.30  0.7054
C: -0.11 1.25 -4.59  -0.7752
C: -0.16 1.19 -3.20  -0.1486
C: 0.05 0.01 -2.47  -0.3633
C: 0.27 -1.14 -3.24  -0.0811
C: 0.33 -1.13 -4.63  -0.7112
H: -0.27 2.18 -5.12  0.4274
H: -0.36 2.13 -2.69  0.3614
H: 0.44 -2.10 -2.76  0.3801
H: 0.51 -2.03 -5.20  0.4207

=====

Entry 2:
A 14-piece molecular cluster, C30H87NO20S overall at a distorted geometry. Source: OMol25; level of theory: ωB97M-V with the def2-TZVPD basis set.

The calculation puts the total energy at -3152.5634 a.u. The HOMO energy comes out at -9.16 eV. Its charge is 0. The maximum force comes out at 3.70 eV/Å.

Each line ends with the Mulliken charge.
Positions of all 139 atoms, in Å:
C: 3.04 -1.60 2.74  -1.3295
C: 1.56 -1.38 2.38  -0.1222
C: 1.13 0.11 2.50  -0.2361
N: -0.28 0.21 2.01  0.1151
C: -0.51 1.30 1.12  0.8886
C: 0.30 1.19 -0.21  -0.6123
O: 0.64 -0.15 -0.47  0.0209
O: 1.18 -0.13 -1.80  -0.4875
O: -0.01 2.59 1.66  0.1297
S: -0.67 3.84 0.86  1.2794
O: -1.24 4.92 1.68  -0.6766
O: 0.17 4.51 -0.13  -0.7228
O: -1.88 2.98 0.16  -0.5344
C: -1.97 1.66 0.77  0.1694
C: -2.98 1.85 1.91  -1.2397
C: -3.52 0.50 2.50  0.6066
C: -4.80 0.07 1.78  -0.2275
C: -5.58 -1.09 2.45  -1.1981
C: -4.73 -2.31 2.92  -0.8370
C: -3.55 -2.72 2.00  0.6803
C: -3.38 -4.25 1.86  -0.9256
C: -2.18 -4.50 0.88  -0.1628
C: -2.70 -4.93 -0.54  -0.6024
C: -2.36 -3.85 -1.59  -0.5573
O: -3.24 -2.75 -1.40  -0.3749
C: -2.62 -1.49 -1.46  0.4577
H: 3.37 -2.53 2.26  0.3947
H: 3.68 -0.80 2.36  0.3064
H: 3.13 -1.71 3.82  0.2651
H: 1.31 -1.71 1.36  0.0790
H: 0.90 -1.93 3.06  0.3101
H: 1.81 0.78 1.98  -0.1382
H: 1.14 0.34 3.58  0.2795
H: -0.84 0.35 2.84  0.4375
H: 1.20 1.83 -0.18  0.3231
H: -0.29 1.54 -1.07  -0.3182
H: 1.39 -1.05 -1.98  0.2792
H: -2.23 0.97 -0.04  0.3288
H: -2.51 2.47 2.69  0.3734
H: -3.84 2.38 1.49  -0.0383
H: -2.70 -0.22 2.38  -0.5102
H: -3.68 0.62 3.58  0.4646
H: -5.47 0.94 1.79  0.2457
H: -4.65 -0.17 0.72  0.3355
H: -6.34 -1.45 1.74  0.3729
H: -6.11 -0.70 3.32  0.3402
H: -5.42 -3.17 2.95  0.4405
H: -4.39 -2.14 3.95  0.2887
H: -3.57 -2.22 1.03  -0.3442
H: -2.63 -2.36 2.49  -0.0847
H: -3.14 -4.72 2.82  0.3504
H: -4.31 -4.67 1.47  0.3380
H: -1.48 -5.24 1.29  0.5838
H: -1.63 -3.56 0.71  -0.1698
H: -3.77 -5.17 -0.53  0.0387
H: -2.11 -5.82 -0.82  0.3823
H: -2.50 -4.25 -2.61  0.4440
H: -1.30 -3.60 -1.44  0.2720
H: -1.52 -1.52 -1.44  0.0272
H: -3.01 -0.89 -2.29  0.3500
H: -2.92 -0.95 -0.54  -0.5931
C: -6.90 -5.21 -0.33  -0.5192
O: -5.70 -5.97 -0.22  -0.4772
H: -6.66 -4.17 -0.08  0.1450
H: -7.30 -5.25 -1.34  0.2886
H: -7.66 -5.58 0.38  0.3029
H: -5.92 -6.88 -0.44  0.2673
C: 0.22 7.55 3.13  -0.2726
O: 0.06 7.23 4.51  -0.5566
H: 0.28 8.63 3.03  0.1793
H: 1.14 7.10 2.75  0.2241
H: -0.64 7.18 2.56  0.1679
H: 0.00 6.28 4.59  0.3024
C: 3.00 -1.18 -4.78  -0.4370
O: 2.80 -1.97 -3.60  -0.3979
H: 2.18 -1.38 -5.47  0.1659
H: 3.00 -0.11 -4.52  0.2728
H: 3.94 -1.44 -5.25  0.1471
H: 3.53 -1.78 -3.00  0.2361
C: 6.11 -3.78 -5.79  -0.3985
O: 5.60 -2.88 -6.78  -0.5126
H: 6.13 -3.25 -4.84  0.0070
H: 5.46 -4.65 -5.71  0.2416
H: 7.12 -4.09 -6.06  0.3668
H: 5.59 -3.36 -7.62  0.2902
C: -5.69 4.81 1.39  -0.6217
O: -5.94 3.44 1.12  -0.4581
H: -4.85 4.87 2.08  0.2149
H: -5.42 5.34 0.47  0.2667
H: -6.56 5.28 1.84  0.3051
H: -6.68 3.39 0.50  0.2834
C: 5.89 -3.02 -1.50  -0.5231
O: 5.38 -1.71 -1.76  -0.4903
H: 6.31 -3.41 -2.42  0.1574
H: 6.68 -2.98 -0.74  0.3140
H: 5.09 -3.68 -1.16  0.2649
H: 5.02 -1.37 -0.94  0.2711
C: 2.12 1.51 6.25  -0.4592
O: 2.20 0.08 6.22  -0.5279
H: 1.13 1.80 5.90  0.1885
H: 2.26 1.87 7.27  0.3798
H: 2.87 1.94 5.60  0.1033
H: 3.07 -0.17 6.53  0.2938
C: -0.06 -3.60 -6.24  -0.2681
O: -0.25 -4.38 -5.06  -0.4957
H: -0.88 -3.81 -6.92  0.2703
H: -0.07 -2.54 -5.98  0.1470
H: 0.88 -3.86 -6.71  0.0457
H: 0.47 -4.19 -4.47  0.2944
C: 4.46 -6.04 -8.35  -0.3753
O: 4.96 -5.67 -9.63  -0.5252
H: 5.28 -6.01 -7.64  0.1122
H: 3.68 -5.34 -8.03  0.1456
H: 4.05 -7.06 -8.37  0.3524
H: 4.23 -5.70 -10.25  0.3039
C: 3.17 3.20 2.73  -0.0159
O: 2.31 3.58 3.80  -0.3840
H: 3.94 2.53 3.12  0.1725
H: 2.60 2.68 1.97  -0.2303
H: 3.65 4.08 2.30  0.3175
H: 1.64 4.16 3.43  0.1472
C: 6.31 3.47 4.66  -0.4246
O: 6.37 2.04 4.62  -0.4936
H: 5.33 3.78 4.31  0.0953
H: 6.46 3.83 5.68  0.2801
H: 7.08 3.90 4.00  0.3011
H: 7.24 1.78 4.93  0.2797
C: -1.61 2.69 -3.65  -0.3274
O: -1.57 1.27 -3.68  -0.4336
H: -2.57 3.03 -4.05  0.2570
H: -1.51 3.04 -2.62  0.0113
H: -0.80 3.10 -4.26  0.2456
H: -0.72 0.99 -3.32  0.2463
C: 0.15 10.58 0.80  -0.4913
O: 1.41 9.90 0.80  -0.4834
H: 0.32 11.62 1.06  0.2218
H: -0.29 10.53 -0.20  0.2428
H: -0.52 10.13 1.53  0.2158
H: 1.23 8.99 0.57  0.2907

=====

Entry 3:
C22H25N3O5S in the gas phase at a distorted geometry. Source: OMol25; level of theory: ωB97M-V with the def2-TZVPD basis set.

The calculation puts the total energy at -1791.0850 a.u. The HOMO energy comes out at -8.12 eV. As for the relative energy (zero: lowest compared OMol25 entry of this formula, charge and spin): 639.4 kcal per mole. As for the SMILES: COC[C@@H](CN1CCN(C2=NS(=O)(=O)c3ccccc32)CC1)OC(=O)c1ccccc1. Its charge is 0. The maximum force comes out at 19.76 eV/Å.

Each line ends with the Mulliken charge.
Positions of all 56 atoms, in Å:
C: 2.08 1.74 -3.67  -0.5456
H: 1.87 1.58 -4.79  0.2207
O: 2.24 0.55 -3.19  -0.3316
C: 2.51 0.47 -1.83  -0.8227
C: 2.20 -1.07 -1.38  -1.1473
H: 2.26 -1.70 -2.00  1.8547
C: 3.03 -1.50 0.08  -1.3550
N: 2.96 -0.85 1.12  0.3697
C: 2.03 -1.46 2.07  -2.3506
H: 2.61 -1.56 3.14  0.3572
C: 0.65 -0.58 2.33  0.2966
N: 0.77 0.74 1.99  0.2400
C: 0.14 1.17 1.13  1.5197
N: 0.64 2.46 0.66  -1.0889
S: -0.53 3.10 -0.44  1.0177
O: -0.84 4.42 0.26  -0.7161
O: -0.16 2.78 -1.65  -0.5549
C: -1.91 1.99 0.27  0.8351
C: -3.11 2.25 -0.13  -1.3769
C: -4.10 1.31 0.71  -0.7959
C: -3.60 0.34 1.40  -1.5930
C: -2.32 0.36 1.91  -0.3081
C: -1.34 1.23 1.14  -0.3515
H: -1.91 -0.39 2.67  0.2982
H: -4.23 -0.15 1.78  1.1786
H: -5.05 1.33 0.40  0.5192
H: -3.58 2.70 -0.75  1.0569
C: 2.23 1.29 2.40  -1.4677
H: 2.11 2.18 2.45  0.9096
C: 3.29 0.50 1.57  -0.2402
H: 4.26 0.75 1.91  0.5915
H: 3.22 1.07 0.44  -0.0250
H: 2.42 0.89 3.49  0.3261
H: -0.02 -1.30 1.56  -0.3502
H: 0.28 -1.03 3.33  0.2711
H: 1.95 -2.32 1.90  1.2392
H: 3.04 -2.45 -0.20  0.7186
H: 4.14 -1.14 -0.17  0.3626
O: 0.77 -0.85 -0.87  0.3560
C: 0.06 -1.95 -0.68  -0.3273
O: 0.82 -3.21 -0.51  -0.7482
C: -1.44 -1.85 -0.57  1.8241
C: -1.98 -0.92 -1.48  -0.0378
C: -3.31 -0.95 -1.61  -0.1907
C: -4.16 -1.71 -1.10  -0.7852
C: -3.33 -2.87 -0.32  -0.6613
C: -2.02 -3.00 -0.16  -0.6235
H: -1.50 -3.85 0.36  0.3883
H: -4.08 -3.46 0.05  0.4582
H: -5.26 -1.65 -1.08  0.4411
H: -3.69 0.03 -2.25  0.1206
H: -1.23 -0.09 -2.04  0.0389
H: 3.71 0.80 -1.82  0.3018
H: 1.93 1.17 -1.17  0.1645
H: 1.42 2.31 -3.12  0.2217
H: 3.06 2.32 -3.52  0.2972

=====

Entry 4:
C27H30N4O4 in the gas phase. Source: OMol25; level of theory: ωB97M-V with the def2-TZVPD basis set.

The calculation puts the total energy at -1566.9514 a.u. The HOMO energy comes out at -8.94 eV. As for the relative energy (zero: lowest compared OMol25 entry of this formula, charge and spin): 4.3 kcal per mole. As for the SMILES: CC(C)C[C@H](NC(=O)c1nc[nH]c1C(=O)N1CCc2ccccc2C1)C(=O)OCc1ccccc1. Its charge is 0. The maximum force comes out at 0.97 eV/Å.

Each line ends with the Mulliken charge.
Positions of all 65 atoms, in Å:
C: -1.13 -1.54 1.40  -1.7308
H: -0.59 -0.60 1.52  0.2640
H: -0.45 -2.28 0.99  0.3691
H: -1.46 -1.87 2.38  0.4774
C: -2.34 -1.36 0.48  1.3419
C: -3.10 -2.68 0.36  -1.7106
H: -4.00 -2.55 -0.23  0.3098
H: -3.39 -3.04 1.34  0.4053
H: -2.48 -3.43 -0.12  0.3962
C: -1.91 -0.87 -0.91  -1.3674
C: -1.81 0.66 -1.04  -0.2921
N: -0.83 1.24 -0.16  -0.0819
C: 0.48 1.28 -0.46  -0.1556
O: 0.95 0.79 -1.48  -0.7513
C: 1.27 1.98 0.57  1.3019
C: 2.63 2.21 0.64  0.1969
N: 2.79 3.01 1.74  -0.0615
C: 1.57 3.20 2.30  -0.5351
N: 0.64 2.59 1.62  -0.6541
H: 1.41 3.77 3.19  0.4602
H: 3.68 3.41 2.02  0.2285
C: 3.81 1.96 -0.22  0.4566
O: 4.58 2.88 -0.45  -0.7192
N: 3.99 0.71 -0.69  0.1776
C: 3.26 -0.46 -0.29  -0.8266
C: 4.16 -1.64 -0.02  0.3613
C: 3.61 -2.78 0.55  -0.5420
C: 4.39 -3.89 0.81  -0.7347
C: 5.74 -3.87 0.49  -0.5259
C: 6.29 -2.74 -0.08  -0.7159
C: 5.52 -1.62 -0.34  0.6360
C: 6.13 -0.39 -0.96  -0.9084
C: 5.06 0.46 -1.63  -1.1609
H: 4.64 -0.07 -2.49  0.3810
H: 5.46 1.42 -1.95  0.4816
H: 6.62 0.20 -0.17  0.3214
H: 6.90 -0.67 -1.68  0.4467
H: 7.35 -2.72 -0.33  0.4267
H: 6.36 -4.73 0.69  0.3805
H: 3.95 -4.77 1.25  0.4127
H: 2.56 -2.79 0.79  0.5844
H: 2.55 -0.73 -1.09  0.2331
H: 2.68 -0.24 0.60  0.4739
H: -1.16 1.74 0.66  0.5000
C: -3.17 1.27 -0.72  0.4523
O: -3.39 1.98 0.23  -0.6461
O: -4.08 0.89 -1.61  -0.2979
C: -5.45 1.20 -1.33  -1.1622
C: -6.04 0.10 -0.49  0.8314
C: -5.96 0.15 0.89  -0.2011
C: -6.43 -0.91 1.66  -0.5964
C: -6.98 -2.02 1.04  -0.4479
C: -7.07 -2.08 -0.34  -0.5524
C: -6.59 -1.03 -1.10  -0.5345
H: -6.65 -1.07 -2.18  0.3768
H: -7.49 -2.94 -0.82  0.3903
H: -7.35 -2.84 1.64  0.3907
H: -6.37 -0.86 2.73  0.4086
H: -5.53 1.01 1.37  0.4130
H: -5.50 2.16 -0.80  0.3847
H: -5.94 1.28 -2.30  0.4756
H: -1.54 0.90 -2.08  0.6218
H: -0.94 -1.29 -1.17  0.4631
H: -2.64 -1.21 -1.66  0.5982
H: -3.01 -0.62 0.93  0.0813